The following is a quantum chemistry calculation of C29H40AsClN4O2S3SiTa as an isolated structure in a non-equilibrium geometry, from the Open Molecules 2025 dataset.

Atoms and positions in Å:
Ta 0.059 -0.137 0.086
O -0.714 -0.642 -5.566
C -1.889 -0.538 -4.967
C -3.041 -0.679 -5.753
C -4.291 -0.526 -5.201
C -4.433 -0.232 -3.840
C -3.321 -0.131 -3.039
C -2.027 -0.299 -3.570
C -0.888 -0.276 -2.687
O -1.035 -0.156 -1.370
N 0.329 -0.422 -3.127
N 1.322 -0.530 -2.209
C 2.514 -0.529 -2.774
S 2.676 -0.160 -4.457
C 4.435 -0.616 -4.583
C 5.105 -0.388 -3.246
S 3.962 -0.922 -1.915
H 0.013 -0.515 -4.930
H -2.908 -0.892 -6.801
H -5.173 -0.630 -5.816
H -5.414 -0.082 -3.419
H -3.428 0.094 -1.987
H 4.879 0.022 -5.347
H 4.486 -1.658 -4.908
H 5.330 0.666 -3.078
H 6.023 -0.968 -3.147
C -3.345 2.281 5.687
Si -3.214 0.626 4.755
C -4.501 0.447 3.370
C -3.217 -0.853 5.962
C -1.390 0.736 4.067
C -0.385 1.021 4.995
C 0.934 1.205 4.606
C 1.248 1.077 3.267
N 0.325 0.770 2.351
C -0.959 0.628 2.750
S -1.981 0.258 1.376
H -4.309 2.346 6.182
H -3.261 3.136 5.021
H -2.584 2.387 6.455
H -5.491 0.504 3.814
H -4.450 -0.499 2.838
H -4.439 1.249 2.639
H -4.163 -0.865 6.496
H -2.435 -0.774 6.712
H -3.119 -1.818 5.472
H -0.640 1.109 6.039
H 1.702 1.444 5.324
H 2.258 1.227 2.914
Cl 5.012 -2.267 2.389
C 4.228 -0.918 1.692
C 4.866 0.319 1.558
C 4.187 1.355 0.941
C 2.897 1.142 0.478
N 2.269 -0.031 0.624
C 2.923 -1.033 1.216
H 5.875 0.458 1.914
H 4.659 2.318 0.813
H 2.355 1.936 -0.021
H 2.400 -1.982 1.315
C 1.684 -4.925 1.028
C 0.549 -4.505 0.108
As -0.427 -2.762 0.524
C -2.079 -3.132 -0.494
C -1.766 -3.520 -1.941
C -1.098 -2.998 2.387
C -0.094 -2.635 3.478
H 1.984 -5.938 0.761
H 1.370 -4.948 2.071
H 2.558 -4.287 0.920
H -0.280 -5.230 0.170
H 0.895 -4.456 -0.931
H -2.701 -2.232 -0.460
H -2.629 -3.939 0.008
H -1.031 -2.846 -2.383
H -2.669 -3.473 -2.545
H -1.383 -4.538 -2.004
H -1.412 -4.049 2.487
H -1.991 -2.366 2.467
H 0.717 -3.357 3.526
H -0.590 -2.637 4.446
H 0.343 -1.647 3.322

Results
Calculated total energy in eV: -156050.3423
ΔE to the lowest compared entry with this formula, charge and spin in kcal per mole: 49.6
M in g/mol: 892.275
Frontier orbital gap in eV: 4.29
Net charge: +3
HOMO level in Eh: -0.557